Formula: C33H31EuN2O2S5
Source: OMol25
Level of theory: ωB97M-V with the def2-TZVPD basis set

Cartesian coordinates (Å):
Eu (-0.06038, 0.30839, 0.42463)
C (3.48378, 0.01325, 1.95938)
C (2.31586, -0.93306, 1.81883)
C (1.25865, -0.87795, 2.74096)
C (1.37817, -0.00213, 3.96554)
C (0.15299, -1.72869, 2.58663)
C (-0.94324, -1.74501, 3.63097)
C (0.08679, -2.60843, 1.49721)
C (-1.11683, -3.50494, 1.34896)
C (1.17559, -2.70909, 0.61610)
C (1.14489, -3.69869, -0.51984)
C (2.30647, -1.91020, 0.81165)
C (3.55129, -2.14417, -0.01104)
H (4.14405, -0.29228, 2.77794)
H (3.14198, 1.02391, 2.17765)
H (4.07769, 0.06793, 1.05162)
H (1.87590, -0.56332, 4.76469)
H (0.41120, 0.32266, 4.34184)
H (1.95035, 0.89699, 3.76917)
H (-1.36973, -2.74033, 3.73340)
H (-1.77415, -1.07211, 3.39562)
H (-0.56284, -1.45636, 4.60682)
H (-0.98010, -4.42322, 1.93036)
H (-1.30093, -3.78384, 0.31771)
H (-2.02300, -3.02248, 1.71109)
H (1.45461, -4.69294, -0.18120)
H (1.80497, -3.40446, -1.33234)
H (0.14848, -3.79277, -0.94143)
H (3.59101, -1.54500, -0.92407)
H (3.62034, -3.18803, -0.31029)
H (4.44319, -1.91427, 0.56812)
S (1.94130, 0.51783, -1.51308)
C (0.67856, 1.53371, -2.14410)
N (-0.43440, 1.72526, -1.49477)
C (-1.33500, 2.54093, -2.16523)
C (-2.60624, 2.89031, -1.71792)
C (-3.38063, 3.71188, -2.51517)
C (-2.89985, 4.18104, -3.74506)
C (-1.64020, 3.82962, -4.19453)
C (-0.86085, 2.99953, -3.39085)
S (0.73421, 2.36501, -3.66401)
H (-2.97762, 2.51730, -0.76962)
H (-4.37379, 3.99349, -2.18869)
H (-3.52070, 4.82465, -4.35416)
H (-1.27641, 4.19054, -5.14782)
S (-1.32262, -1.43405, -1.42379)
C (-2.62790, -0.71544, -0.57890)
N (-2.47390, -0.03129, 0.54387)
C (-3.67522, 0.49132, 1.02848)
C (-3.82460, 1.22185, 2.20213)
C (-5.08626, 1.67218, 2.54634)
C (-6.19127, 1.39532, 1.73329)
C (-6.04787, 0.65920, 0.56902)
C (-4.77615, 0.20737, 0.22565)
S (-4.26943, -0.73686, -1.14415)
H (-2.97052, 1.44197, 2.83072)
H (-5.21637, 2.23920, 3.46062)
H (-7.17054, 1.75382, 2.02144)
H (-6.90644, 0.43948, -0.05273)
O (-5.23841, 4.99122, 4.18041)
C (-4.14642, 4.55357, 4.86074)
O (-4.20742, 4.44102, 6.05114)
C (-2.96011, 4.11958, 4.04960)
C (-2.88379, 4.25219, 2.66994)
C (-1.77751, 3.79819, 1.97163)
C (-0.70796, 3.19148, 2.63317)
S (0.66316, 2.57421, 1.69684)
C (-0.77010, 3.10285, 4.02894)
C (-1.88254, 3.55334, 4.72415)
H (-5.05736, 4.99557, 3.23222)
H (-3.68004, 4.70090, 2.08376)
H (-1.73803, 3.91018, 0.89510)
H (0.05847, 2.66298, 4.56960)
H (-1.93503, 3.47172, 5.80260)

Properties
Largest force on an atom   0.78 eV/A
HOMO (alpha / beta)   -8.099 / -8.123 eV
Multiplicity   7
LUMO (alpha / beta)   -1.2 / 0.2 eV
Total energy   -115310.348 eV